This record from OMol25 describes 2 unconnected molecules or ions with the total composition C2H10N4 at a distorted geometry. The level of theory is wB97M-V/def2-TZVPD.

The lowest unoccupied orbital energy comes out at 0.881 eV. For the HOMO-LUMO gap, the calculation gives 0.3599 Ha. Its SMILES is [H]/N=C/N.NCN.

Geometry (Å):
1 H 0.93 2.09 -1.93
2 N 0.09 1.44 -2.00
3 C 0.70 0.35 -2.01
4 N 0.03 -0.96 -2.10
5 H 1.79 0.20 -2.05
6 H 0.56 -1.67 -1.64
7 H -0.88 -1.00 -1.70
8 N 0.08 1.04 2.00
9 C -0.73 -0.13 1.61
10 N -0.26 -1.55 1.93
11 H 0.45 1.08 2.88
12 H -0.30 1.89 1.62
13 H -1.70 -0.12 2.23
14 H -0.86 -0.05 0.47
15 H 0.11 -1.97 1.04
16 H 0.58 -1.57 2.62